# 1
This record from the OMol25 dataset describes 2 unconnected molecules or ions with the total composition C5H6F2N2. The level of theory is wB97M-V/def2-TZVPD.

Summary:
* energy relative to the best compared isomer or geometry (same formula, charge and spin): 73.59 kcal/mol
* gap between HOMO and LUMO: 8.9 eV
* SMILES: N/C(F)=C\C=C\F.C#N

Structure (XYZ):
```
15
Properties=species:S:1:pos:R:3:forces:R:3
N -1.061591 1.107426 -0.243567 -1.25 3.43 2.03
C -0.788722 -0.160018 -0.443907 -0.82 -3.19 -1.29
F -1.216887 -0.541761 -1.732529 0.34 0.17 0.41
C -0.196124 -1.125950 0.232040 0.08 -1.55 -1.07
C 0.368974 -1.053775 1.546451 1.57 -2.34 0.72
C 0.055016 -0.035701 2.318182 -0.76 2.44 1.39
F 0.367486 0.266693 3.634131 0.41 -1.13 -1.16
H -0.946226 1.578026 -1.100382 -0.09 1.09 -0.91
H -1.792530 1.571886 0.376016 1.37 -1.62 -1.12
H -0.074024 -2.125648 -0.277374 -0.44 1.42 0.48
H 1.016775 -2.015187 1.735985 -1.24 2.38 0.49
H -0.539205 0.841043 1.964580 0.53 -1.24 0.21
C 1.696682 0.464899 -2.731769 -0.97 1.34 -2.32
N 1.710883 0.323312 -1.612475 0.81 -0.65 2.32
H 1.399495 0.904756 -3.665379 0.47 -0.56 -0.18
```
Forces are in eV/Å.

***

# 2
This record from the OMol25 dataset describes 7 unconnected molecules or ions with the total composition C21H34O21. The level of theory is wB97M-V/def2-TZVPD.

Summary:
* energy relative to the best compared isomer or geometry (same formula, charge and spin): 78.45 kcal/mol
* gap between HOMO and LUMO: 10.5 eV
* SMILES: COC(=O)OC.COC(=O)OC.COC(=O)OC.O=C1OCCO1.O=C1OCCO1.O=C1OCCO1.O=C1OCCO1

Structure (XYZ):
```
76
Properties=species:S:1:pos:R:3:forces:R:3
C 7.340594 -15.573716 -1.015031 1.19 0.96 0.41
O 7.991513 -16.745825 -0.500912 -0.74 -0.86 -1.21
C 8.427101 -16.949142 0.760495 -1.26 1.09 -1.30
O 8.429778 -16.108921 1.605597 0.38 0.12 0.83
O 8.777349 -18.217937 0.816405 0.35 -0.55 0.20
C 9.572785 -18.624719 1.928839 0.16 0.31 0.74
H 7.220103 -14.823243 -0.233772 -0.08 -0.09 -0.03
H 6.414640 -15.693539 -1.577493 -0.31 -0.96 0.74
H 7.982983 -15.175268 -1.800313 0.44 0.15 0.28
H 10.610867 -18.332118 1.771160 0.05 -0.33 -0.24
H 9.442542 -19.699256 2.057350 0.25 0.15 -0.29
H 9.284533 -18.138949 2.861053 -0.37 0.08 -0.10
C 7.707649 -21.477309 7.153890 0.24 0.82 -0.36
O 6.756292 -20.905213 6.232614 -0.23 -2.64 1.65
C 7.055562 -19.769787 5.699123 3.76 1.16 0.43
O 8.183271 -19.238125 5.746916 -2.54 -0.79 -0.28
O 5.978338 -19.363054 5.121917 -1.01 -0.23 -0.21
C 6.064188 -18.155173 4.480779 0.10 2.62 -1.42
H 7.859577 -20.784884 7.981874 -0.14 -0.11 0.09
H 8.665083 -21.545701 6.637420 -0.10 -0.30 0.27
H 7.308032 -22.428822 7.504659 0.05 0.17 -0.25
H 5.210138 -18.071151 3.808747 0.20 -0.04 0.07
H 6.999706 -18.020956 3.937730 -0.06 -0.40 -0.30
H 6.075595 -17.301751 5.158742 -0.31 -0.15 0.40
C 0.189360 -21.130582 -5.749305 -0.80 0.05 -1.57
O 0.891960 -20.674653 -4.646472 0.50 0.84 1.21
C 1.577980 -19.507276 -4.629618 2.00 1.13 -2.92
O 1.647786 -18.576743 -5.511709 -1.00 -4.25 4.07
O 2.508714 -19.631811 -3.657847 0.31 2.36 -0.09
C 2.491789 -20.404577 -2.438015 -0.88 -0.64 -0.71
H 0.709221 -20.862668 -6.669122 -0.23 0.35 -0.06
H -0.833795 -20.755617 -5.723815 0.04 0.16 -0.27
H 0.129449 -22.218789 -5.767170 0.23 0.01 0.61
H 1.704640 -20.071265 -1.761714 -0.16 -0.01 -0.22
H 3.431555 -20.290608 -1.897693 0.08 0.15 -0.57
H 2.333991 -21.430205 -2.771611 0.02 -0.15 0.59
O 7.411126 -21.419969 -2.586542 -1.81 1.34 0.28
C 6.929974 -20.315372 -2.792946 1.87 -2.32 1.16
O 5.915585 -19.715768 -2.151428 -0.70 -0.37 1.22
C 5.653959 -18.393630 -2.636262 0.19 -0.70 -1.99
C 6.751339 -18.267684 -3.662181 1.69 0.08 -0.94
O 7.511613 -19.514431 -3.634414 -0.36 2.02 -0.87
H 4.728517 -18.424797 -3.211320 -0.45 0.20 0.77
H 5.750190 -17.547425 -1.955990 -0.44 -0.89 0.66
H 7.424482 -17.473498 -3.339319 0.20 0.01 -0.59
H 6.449322 -18.206439 -4.707710 -0.22 0.61 0.24
O 7.058311 -28.641572 -1.058017 1.62 2.73 1.55
C 7.711568 -27.684685 -0.647964 0.16 -0.88 -1.39
O 8.592640 -27.658122 0.383707 -1.01 -0.54 0.60
C 9.338896 -26.412034 0.425619 0.26 -1.26 -0.48
C 8.642932 -25.565768 -0.597040 -0.87 0.54 0.12
O 7.815589 -26.472427 -1.268082 -1.55 -1.69 -1.21
H 9.281877 -25.960657 1.416133 0.43 -0.46 -0.20
H 10.309670 -26.762839 0.075453 0.41 0.69 0.56
H 9.244078 -25.082406 -1.367159 0.11 0.22 0.51
H 7.953968 -24.892955 -0.086402 0.38 0.59 -0.23
O 4.022761 -18.965834 0.406726 -1.19 -0.03 -0.59
C 4.811148 -19.777304 0.742295 1.24 -1.86 -1.46
O 5.720130 -19.565458 1.642364 1.67 0.24 2.45
C 6.513958 -20.731770 1.832671 1.71 -0.67 0.95
C 6.314056 -21.560295 0.615717 0.26 0.74 -0.72
O 5.070349 -21.026899 0.204159 -2.38 0.24 -1.14
H 7.565981 -20.462857 1.927732 -0.29 0.30 0.20
H 6.260316 -21.379484 2.671856 -0.56 0.84 0.63
H 6.270299 -22.635771 0.787607 -0.31 0.16 0.02
H 7.087491 -21.357704 -0.125122 -0.23 -0.11 -0.32
O 9.519407 -23.126048 1.041413 -0.20 1.40 2.33
C 9.528088 -23.214110 2.264432 0.15 -2.69 -4.20
O 10.013134 -24.321975 2.789014 1.11 -2.58 0.89
C 9.926629 -24.305956 4.206117 0.98 -0.05 0.61
C 9.036868 -23.134953 4.461190 0.78 -0.05 0.59
O 8.977987 -22.534501 3.192393 -2.10 3.82 0.64
H 9.464815 -25.142783 4.730103 0.37 -0.70 -0.93
H 10.935127 -24.149770 4.589070 0.00 -0.16 0.07
H 9.560891 -22.459448 5.137348 -0.77 0.15 0.08
H 8.079744 -23.532461 4.798825 -0.28 0.92 -0.08
```
Forces are in eV/Å.

***

# 3
This record from the OMol25 dataset describes 2 unconnected molecules or ions with the total composition C6H16. The level of theory is wB97M-V/def2-TZVPD.

Summary:
* energy relative to the best compared isomer or geometry (same formula, charge and spin): 50.90 kcal/mol
* gap between HOMO and LUMO: 11.9 eV
* SMILES: CCC.CCC

Structure (XYZ):
```
22
Properties=species:S:1:pos:R:3:forces:R:3
C -1.403673 1.161295 -1.419145 1.80 1.73 -0.74
C -2.240301 1.121862 -0.150918 2.54 -4.15 0.16
C -2.590254 -0.336488 0.374726 -0.41 3.62 0.98
H -0.870318 0.279510 -1.793225 -1.38 -0.51 -0.38
H -1.987857 1.812260 -2.154281 1.34 -1.36 0.28
H -0.420379 1.677076 -1.186632 -1.19 0.39 -0.23
H -1.633057 1.606711 0.566865 0.09 0.55 1.20
H -3.029196 1.683217 -0.412293 -3.29 1.80 -0.01
H -3.364973 -0.818866 -0.128341 -1.01 -0.85 -1.22
H -1.739105 -0.902508 0.498765 2.03 -1.45 -0.47
H -2.910246 -0.250297 1.403389 -0.51 0.24 0.42
C 2.940129 0.408436 0.105445 -1.60 -3.36 -0.10
C 1.980575 -0.627566 0.948299 0.06 2.37 -2.45
C 1.242653 -1.696910 0.136568 0.71 0.00 1.84
H 2.119318 0.833898 -0.561987 2.03 0.41 0.53
H 3.739756 -0.227765 -0.436047 -1.54 1.06 0.34
H 3.518344 0.971215 0.835174 -0.56 0.83 -0.34
H 2.565110 -1.028766 1.681069 1.58 -1.50 2.02
H 1.233254 -0.045427 1.470154 -0.19 0.52 0.10
H 2.053448 -2.464611 -0.112863 -1.70 0.94 -0.79
H 0.591095 -2.149224 0.925880 0.26 -0.14 -0.92
H 0.560034 -1.160194 -0.565472 0.93 -1.13 -0.24
```
Forces are in eV/Å.

***

# 4
This record from the OMol25 dataset describes a molecular structure, C3H6F3OTb. The level of theory is wB97M-V/def2-TZVPD.

Summary:
* charge: +1
* ⟨S²⟩: 15.833
* multiplicity: 8
* gap between HOMO and LUMO (alpha / beta): 7.4 / 6.2 eV

Structure (XYZ):
```
14
Properties=species:S:1:pos:R:3:forces:R:3
H 1.150998 0.624235 0.200541 -0.22 -0.72 -0.18
C 0.425551 0.553951 -0.623805 -0.13 0.68 -0.88
F -0.622723 1.397509 -0.312542 0.51 -0.48 -0.11
F 1.005270 0.975327 -1.758901 -0.36 0.11 0.59
F -0.105395 -0.646884 -0.896771 0.32 0.34 0.76
Tb -0.796479 0.478088 3.684797 1.02 -0.46 -0.60
C 2.888568 0.996511 2.876377 0.34 0.02 0.29
O 2.354113 -0.047702 2.120789 -0.78 -0.14 -0.46
C 1.251035 -0.714814 2.744144 -0.23 0.25 0.67
H 3.697315 1.460722 2.296176 -0.27 -0.14 0.20
H 2.128142 1.772220 3.094641 0.03 0.00 0.00
H 3.299861 0.628972 3.833305 -0.10 0.15 -0.19
H 0.866181 -1.472882 2.041889 0.15 0.25 -0.13
H 1.677329 -1.329993 3.566690 -0.26 0.14 0.06
```
Forces are in eV/Å.

***

Q: Number 3 is which compound?
A: C6H16